The following is a quantum chemistry calculation of a structure of composition C23H25N6OSTc, from the OMol25 dataset.

Spin multiplicity: 2
HOMO-LUMO gap (alpha / beta): 5.325 / 3.973 eV
Net charge: +3

Structure (XYZ):
```
57
Properties=species:S:1:pos:R:3:forces:R:3
Tc -0.52491 1.05728 -1.14272 -0.696 -0.345 -0.610
N -4.36917 1.96789 -2.84481 0.036 -0.024 0.119
C -3.14437 1.51604 -2.61038 -0.198 -0.073 -0.318
S -2.74551 1.04741 -0.92423 0.401 0.072 -0.055
N -2.27929 1.35847 -3.56512 -0.376 0.215 0.262
N -1.06137 0.94850 -3.10389 0.449 -0.133 0.299
C -0.29010 0.28585 -3.95335 0.241 0.005 0.206
C -0.60239 0.01421 -5.33376 -0.012 -0.002 -0.117
C -1.17720 0.99267 -6.16337 0.055 0.081 0.045
C -1.43153 0.70574 -7.48800 0.004 0.018 -0.053
C -1.15981 -0.56053 -7.99368 0.004 -0.004 -0.017
C -0.62978 -1.55191 -7.17300 -0.022 -0.023 -0.017
C -0.33233 -1.26550 -5.85824 -0.020 -0.030 0.073
C 0.93502 -0.23268 -3.30603 -0.282 0.185 0.035
C 2.02151 -0.74232 -3.98152 0.247 -0.126 -0.106
C 3.12699 -1.18388 -3.26024 -0.036 0.002 -0.111
C 3.12183 -1.09013 -1.87877 -0.018 -0.019 0.013
C 2.01684 -0.54430 -1.25684 -0.044 0.011 -0.042
N 0.94784 -0.11345 -1.94878 0.014 -0.075 -0.045
H -5.06945 1.99441 -2.12260 -0.001 0.028 -0.005
H -4.63892 2.23465 -3.78027 0.024 -0.040 -0.023
H -1.37717 1.98087 -5.77479 0.003 -0.049 -0.033
H -1.84388 1.46869 -8.13398 0.016 -0.002 0.006
H -1.36105 -0.77747 -9.03453 -0.029 -0.009 0.013
H -0.45724 -2.54548 -7.56321 0.017 0.011 0.001
H 0.04860 -2.05025 -5.21497 -0.003 0.028 -0.045
H 2.01100 -0.77909 -5.06115 0.027 -0.003 0.027
H 3.98515 -1.59330 -3.77816 -0.019 0.032 -0.001
H 3.96281 -1.42309 -1.28715 -0.011 0.000 -0.001
H 1.97914 -0.44179 -0.18098 -0.034 0.020 0.016
C 1.34601 -2.40545 6.50645 -0.037 0.050 0.014
C -0.10971 -2.12002 6.04794 0.168 -0.083 -0.059
N -0.19323 -0.91363 5.25889 -0.110 0.238 0.130
C -0.81398 0.26296 5.83129 0.109 -0.022 0.068
C 0.03497 0.83940 6.98862 -0.051 -0.005 -0.033
C 0.30965 -0.95631 3.90737 0.016 -0.073 -0.047
O 0.62160 -2.02363 3.46732 -0.058 -0.123 -0.114
C 0.41797 0.29045 3.07987 -0.008 -0.089 0.108
C 1.17985 1.38976 3.45629 -0.001 0.084 0.123
C 1.35584 2.41951 2.54997 0.010 0.047 0.047
C 0.77512 2.31657 1.30155 -0.104 -0.060 -0.033
N 0.05684 1.23885 0.91619 0.451 0.341 0.516
C -0.11974 0.24498 1.80343 -0.054 0.119 -0.150
H 1.30839 -3.31541 7.10298 0.007 -0.003 -0.008
H 1.72899 -1.59726 7.12604 -0.020 -0.005 0.002
H 2.00153 -2.56965 5.65519 -0.017 -0.017 -0.006
H -0.77661 -2.01139 6.89774 -0.017 0.042 0.030
H -0.43165 -2.94923 5.41419 -0.005 -0.022 -0.016
H -1.77685 -0.06394 6.23384 -0.035 0.005 0.006
H -0.98652 0.99843 5.05118 0.029 0.008 -0.016
H 0.09144 0.14468 7.82410 -0.010 0.006 -0.013
H -0.46192 1.74687 7.32814 0.004 -0.012 0.015
H 1.04429 1.09048 6.66464 -0.025 0.001 0.000
H 1.64103 1.44980 4.43564 -0.011 -0.029 -0.039
H 1.93759 3.29543 2.80374 -0.024 -0.012 -0.022
H 0.87370 3.12181 0.58377 0.005 -0.059 -0.023
H -0.71586 -0.60158 1.48215 0.052 -0.076 0.003
```
Positions in Å, forces in eV/Å.